Arrangement A

This record from OMol25 describes an isolated ion of composition C4H11N2O and charge -1. The level of theory is the ωB97M-V functional and the def2-TZVPD basis.

Last column: natural (NBO) charge in e.
Atoms and positions in Å:
C (-1.81073, -0.24704, 1.83534)  -0.60
C (-0.99410, -0.42811, 0.57400)  -0.07
N (0.04574, -1.45673, 0.80100)  -0.88
C (-0.47203, 0.93962, 0.10884)  -0.24
N (-0.05833, 0.94157, -1.29730)  -0.70
C (1.29078, 0.18570, -1.49370)  0.14
O (2.12883, 0.22522, -0.47685)  -0.94
H (-1.24304, 0.32536, 2.57050)  0.19
H (-2.71655, 0.33080, 1.62648)  0.18
H (-2.05961, -1.20449, 2.29172)  0.20
H (-1.62705, -0.78835, -0.24518)  0.17
H (0.15180, -1.96184, -0.07490)  0.35
H (0.94982, -0.95746, 0.80515)  0.40
H (-1.29947, 1.65621, 0.19224)  0.17
H (0.35934, 1.21230, 0.77289)  0.19
H (0.21850, 1.90273, -1.48144)  0.32
H (1.68966, 0.68997, -2.41028)  0.07
H (0.93124, -0.81522, -1.81049)  0.05

## Properties
total charge = -1
structure (SMILES) = C[C@H](N)CNC[O-]
spin multiplicity = 1


Arrangement B

This record from OMol25 describes a 2-piece molecular cluster, C4H11N2O overall. The level of theory is the ωB97M-V functional and the def2-TZVPD basis.

Last column: natural (NBO) charge in e.
Atoms and positions in Å:
C (0.94787, 0.56723, -0.07030)  -0.01
C (0.70352, 0.67883, 1.40794)  -0.46
C (-0.77429, 0.37883, 1.74826)  -0.21
N (-1.00998, -1.02188, 1.98254)  -1.06
N (0.76210, -0.74812, -0.60001)  -0.58
C (-0.35517, -0.53886, -1.71238)  0.08
O (0.04942, 0.29008, -2.76879)  -0.89
H (1.95422, 1.02504, -0.33660)  0.21
H (0.19885, 1.15673, -0.75451)  0.06
H (1.39494, 0.10840, 1.97028)  0.23
H (0.86343, 1.75760, 1.77334)  0.18
H (-1.25311, 0.76034, 0.79685)  0.12
H (-1.10272, 1.07700, 2.57899)  0.11
H (-2.01044, -1.14120, 1.98389)  0.29
H (-0.29054, 1.98496, -0.70711)  0.28
H (0.39012, -1.42511, 0.06498)  0.41
H (-1.27255, -0.22273, -1.05936)  0.10
H (-0.66392, -1.52787, -2.07936)  0.13

## Properties
total charge = -1
spin multiplicity = 1


Q: Which of them is the least stable? A: arrangement B.